Entry from the OMol25 dataset: one molecule with the formula C3H9N3O at a distorted geometry (ωB97M-V/def2-TZVPD).

Geometry as ORCA input:
```
! RIJCOSX wB97M-V def2-TZVPD def2/J DEFGRID3
* xyz 0 1
N -2.2077 0.8654 0.3338
C -0.8746 1.1658 0.6696
C -0.0099 0.9173 -0.5730
N 0.2986 -0.4795 -0.8273
O 1.5787 -0.7290 -1.4815
C 1.4032 -1.0706 -0.2011
N 1.2832 -2.4082 0.1973
H -2.9505 0.8138 1.0966
H -2.7122 1.5524 -0.3754
H -0.6079 0.4574 1.5757
H -0.8389 2.2566 0.8012
H -0.5534 1.4441 -1.4493
H 0.9735 1.2733 -0.3289
H 1.9183 -0.3887 0.5628
H 1.1116 -3.1248 -0.5808
H 2.1880 -2.5453 0.5801
*
```

Energy relative to the best compared isomer or geometry (same formula, charge and spin)   442.54 kJ/mol
LUMO energy   0.040 Eh
HOMO energy   -8.843 eV